1.
Computed, not measured: a 2-piece molecular cluster, C10H11BrClF3N2O6S2 overall, with the ωB97M-V functional and the def2-TZVPD basis.

Properties
- HOMO level: -10.6 eV
- Energy: -138194.51968 eV

Structure (ORCA input):
```
! wB97M-V def2-TZVPD RIJCOSX def2/J DEFGRID3
* xyz 0 1
C 4.38994 -3.28942 0.11252
C 2.95870 -2.80746 -0.52555
Cl 3.42438 -2.04188 -2.16419
C 2.35384 -1.74493 0.51224
C 0.79653 -1.36833 0.33507
C 0.16655 -1.39639 1.83807
N -0.26867 -1.60273 2.95607
C 0.58490 0.18460 -0.15622
Br 1.30180 1.49185 1.20586
C 1.21408 0.48851 -1.58936
N 1.58623 0.66084 -2.73504
S -0.21198 -2.53641 -0.69225
O -0.14471 -3.91706 -0.04061
O 0.23438 -2.62431 -2.14896
C -2.04596 -2.11412 -0.76796
F -2.44314 -1.73654 -2.08460
F -2.46555 -1.13903 0.17865
F -2.78831 -3.31416 -0.45957
H 4.09524 -3.92948 1.04024
H 4.94077 -3.99504 -0.60328
H 5.00822 -2.39859 0.47916
H 2.35450 -3.76859 -0.66268
H 2.55353 -2.06755 1.59972
H 2.95150 -0.75810 0.35893
H -0.54098 0.44749 -0.23390
C -2.67688 4.74431 1.33656
C -3.84745 4.22900 0.51223
O -3.29642 3.93820 -0.77218
S -1.75807 3.45332 -0.59069
O -1.73662 2.01795 -0.60233
O -0.92845 4.25010 -1.44205
O -1.55789 3.94981 0.94156
H -2.45477 5.78826 1.09765
H -2.85332 4.64772 2.40880
H -4.65207 4.96012 0.42952
H -4.24383 3.29801 0.92857
*
```

2.
Computed, not measured: C10H11Cl3GeO2PdS4Sb as an isolated structure, with the ωB97M-V functional and the def2-TZVPD basis.

Properties
- Energy above the lowest of the compared OMol25 structures with the same formula, charge and spin: 0.0 kJ/mol
- HOMO level (alpha / beta): -2.2 / -2.8 eV
- Energy: -162093.05737 eV

Structure (ORCA input):
```
! wB97M-V def2-TZVPD RIJCOSX def2/J DEFGRID3
* xyz -2 4
Pd -0.38934 0.02307 0.35660
S 0.84796 -2.76541 -3.95093
Sb 0.47021 -2.38580 -1.73744
S -1.62284 -1.69014 -0.98293
S 1.74497 -0.89001 -0.51187
S 0.85011 -4.62935 -1.24352
C -5.06088 6.09392 -3.16550
C -4.22523 5.02166 -2.51453
C -3.14625 5.35092 -1.70582
C -2.37831 4.36970 -1.08409
C -1.19735 4.73422 -0.22485
C -2.71284 3.03265 -1.27421
C -3.79180 2.67223 -2.08271
C -4.13802 1.22121 -2.27354
C -4.53045 3.67686 -2.69702
C -1.90174 1.95737 -0.59745
O -2.37098 1.40115 0.41898
O -0.77962 1.67635 -1.09672
H -4.54840 7.05689 -3.14462
H -6.01914 6.21841 -2.65376
H -5.27886 5.84932 -4.20716
H -2.88904 6.39605 -1.55756
H -1.12986 5.81552 -0.09581
H -0.27027 4.36852 -0.66884
H -1.27083 4.26696 0.75924
H -3.26048 0.63268 -2.54841
H -4.89982 1.10375 -3.04551
H -4.50606 0.79012 -1.34069
H -5.36485 3.39971 -3.33559
Cl 0.89956 1.72856 2.12048
Ge 1.65374 -0.29024 3.05280
Cl -0.41733 -1.29060 2.66728
Cl 1.29314 0.26575 5.27112
*
```

3.
Computed, not measured: C10H11ClN2O3 in the gas phase, with the ωB97M-V functional and the def2-TZVPD basis.

Properties
- Energy above the lowest of the compared OMol25 structures with the same formula, charge and spin: 983.5 kJ/mol
- HOMO level: -8.7 eV
- Energy: -32182.00962 eV

Structure (ORCA input):
```
! wB97M-V def2-TZVPD RIJCOSX def2/J DEFGRID3
* xyz 0 1
O -1.37316 -2.28280 1.04850
N -0.35804 -2.47758 0.17116
O -0.13280 -3.44454 -0.39489
C 0.45024 -1.42575 -0.09419
C 1.73156 -1.93166 -0.53878
C 2.66099 -0.91243 -0.34259
C 2.30945 0.36672 0.09983
C 1.08505 0.90438 0.07728
C -0.00788 -0.01504 0.06806
N -1.20788 0.33036 0.25289
C -2.38808 -0.03135 -0.45077
H -3.13111 -0.62557 0.11857
C -3.02140 0.68462 -1.41147
O -2.76865 2.24819 -0.76891
C -2.86024 2.17462 0.46876
H -2.86967 3.20919 1.01159
C -1.63430 1.23798 1.24685
H -2.01838 0.86805 2.21535
H -0.73391 2.17474 1.34762
H -3.83739 1.82283 1.05949
H -2.72488 0.86916 -2.41797
H -4.24488 0.76532 -1.15125
H -1.95216 -0.86749 -1.10248
H 0.84282 1.97648 0.55550
Cl 3.65046 1.84562 -0.27666
H 3.81415 -1.08058 -0.63251
H 1.91934 -2.98075 -0.58664
*
```

4.
Computed, not measured: C10H11CuN7 as an isolated structure, with the ωB97M-V functional and the def2-TZVPD basis.

Properties
- Energy above the lowest of the compared OMol25 structures with the same formula, charge and spin: 14.6 kJ/mol
- HOMO level: -11.7 eV
- Energy: -65614.60942 eV

Structure (ORCA input):
```
! wB97M-V def2-TZVPD RIJCOSX def2/J DEFGRID3
* xyz 1 1
Cu -0.14390 -0.02890 0.09090
N 4.03990 -0.00580 0.22330
C 2.97680 -0.00500 -0.59390
N 1.88210 -0.00320 0.13470
C 2.33810 -0.00590 1.42810
N 3.64830 -0.00530 1.49100
C 1.40880 -0.01680 2.53860
C 1.77550 -0.00140 3.88780
N 0.86120 -0.00480 4.83720
C -0.41330 -0.03120 4.48250
C -0.79400 -0.05650 3.14500
N 0.11750 -0.04520 2.18740
H 5.02900 -0.00560 0.00720
H 3.03820 -0.00320 -1.66390
H 2.81100 0.01520 4.19760
H -1.13390 -0.03310 5.28720
H -1.82820 -0.08750 2.83160
C -2.36730 2.37050 0.65320
C -2.82500 1.03660 0.20320
N -2.06220 0.07370 -0.29120
C -2.89570 -0.96020 -0.62430
C -4.17650 -0.61310 -0.32640
N -4.11410 0.64860 0.19250
H -1.28160 2.41050 0.64800
H -2.73290 2.60370 1.65120
H -2.74080 3.13540 -0.02510
H -2.52620 -1.85100 -1.08620
H -5.09030 -1.15830 -0.42860
H -4.90000 1.19240 0.51250
*
```

5.
Computed, not measured: C10H11F5N4O3RuSeTe as an isolated structure, with the ωB97M-V functional and the def2-TZVPD basis.

Properties
- Energy above the lowest of the compared OMol25 structures with the same formula, charge and spin: 25.5 kJ/mol
- HOMO level (alpha / beta): -12.3 / -12.6 eV
- Energy: -111451.86635 eV

Structure (ORCA input):
```
! wB97M-V def2-TZVPD RIJCOSX def2/J DEFGRID3
* xyz 1 6
Ru -0.89594 -1.06579 0.35752
C 2.39619 -2.45460 -2.60392
O 2.52595 -2.77467 -1.19425
C 1.67042 -2.21757 -0.38456
O 0.84097 -1.36619 -0.76240
N 1.79887 -2.62157 0.88765
N 0.87303 -2.16547 1.82736
H 3.16306 -3.04356 -3.09207
H 2.56474 -1.39228 -2.75603
H 1.40608 -2.73905 -2.95025
H 2.39000 -3.41612 1.08540
H 1.35084 -1.75614 2.62107
H 0.26870 -2.92963 2.11867
N -0.43332 0.93447 0.55100
C -0.20599 2.04760 0.69878
C 0.07709 3.43371 0.88270
C 1.05398 3.81241 1.80572
C 1.32056 5.15712 1.98270
C 0.62010 6.10545 1.24771
C -0.35137 5.72162 0.33157
C -0.63076 4.38099 0.14176
H 1.58636 3.06125 2.37275
H 2.07219 5.46713 2.69505
H 0.83279 7.15629 1.39148
H -0.89213 6.46836 -0.23259
H -1.38686 4.06490 -0.56364
F -1.33994 -5.63155 -0.33232
Te -2.48776 -4.11739 -0.32329
F -2.12074 -3.85111 -2.19991
F -2.26309 -0.85930 1.55413
F -3.74857 -2.68430 -0.43936
F -3.02409 -4.49370 1.45766
O -1.10724 -3.04962 0.22846
Se -3.63472 -1.49309 -3.96068
C -2.49809 -0.99376 -2.65316
N -1.79130 -0.69485 -1.79071
*
```

6.
Computed, not measured: C10H11IOS in the gas phase, with the ωB97M-V functional and the def2-TZVPD basis.

Properties
- Energy above the lowest of the compared OMol25 structures with the same formula, charge and spin: 0.0 kJ/mol
- HOMO level: -8.9 eV
- Energy: -31530.31299 eV

Structure (ORCA input):
```
! wB97M-V def2-TZVPD RIJCOSX def2/J DEFGRID3
* xyz 0 1
C -0.99050 -3.10783 0.20790
C -0.96144 -2.30315 1.36955
C -0.32974 -2.64257 -0.91213
C -0.28229 -1.12081 1.34104
C 0.40969 -1.47865 -0.86241
C 0.30088 -0.56685 0.19855
C -0.47922 1.46970 -1.29195
C -0.78760 2.79309 -0.54162
C 1.19281 1.66891 1.20225
C 1.21128 0.66708 0.07648
O 0.96913 1.27453 -1.19374
S -0.52248 2.54101 1.27964
I 3.28136 -0.02966 0.06985
H -1.56754 -4.06155 0.08004
H -1.31946 -2.64195 2.31169
H -0.43026 -3.15215 -1.86921
H -0.36828 -0.47656 2.16934
H 0.90611 -1.14300 -1.74146
H -1.07046 0.62809 -0.91974
H -0.58882 1.57389 -2.45905
H -0.11603 3.52920 -0.81642
H -1.83379 3.20702 -0.81176
H 1.30723 1.02654 2.06819
H 2.06942 2.34565 1.04499
*
```

7.
Computed, not measured: an isolated ion of composition C10H11N2O and charge +1, with the ωB97M-V functional and the def2-TZVPD basis.

Properties
- Energy above the lowest of the compared OMol25 structures with the same formula, charge and spin: 210.0 kJ/mol
- HOMO level: -12.9 eV
- Energy: -15566.44841 eV

Structure (ORCA input):
```
! wB97M-V def2-TZVPD RIJCOSX def2/J DEFGRID3
* xyz 1 1
C 1.77569 -1.72829 -0.33630
C 2.70728 -0.93642 0.34173
C 0.60072 -1.27041 -0.82981
C 2.26966 0.29313 0.60381
C 0.22706 0.08324 -0.70575
C 1.09435 0.84163 0.09715
C -1.21079 -0.73605 1.46938
C -1.11860 0.47761 -1.17724
C 0.71047 2.19591 0.39805
C -2.07926 -1.07729 0.52610
N -0.53617 2.42929 0.62398
N -2.19676 -0.49002 -0.82204
O -0.52231 -0.58916 2.36268
H 2.05638 -2.81070 -0.39698
H 3.62889 -1.31052 0.63020
H -0.10106 -1.93201 -1.35295
H 2.82327 0.98980 1.31086
H -1.31895 1.51612 -0.66915
H -1.26233 0.64277 -2.22410
H 1.46689 2.84655 0.66504
H -3.03552 -1.63971 0.80961
H -0.66523 3.35520 0.96499
H -2.99470 0.15572 -0.77098
H -2.31899 -1.30640 -1.51827
*
```

8.
Computed, not measured: C10H11N2O as an isolated structure, with the ωB97M-V functional and the def2-TZVPD basis.

Properties
- Energy above the lowest of the compared OMol25 structures with the same formula, charge and spin: 396.2 kJ/mol
- HOMO level: -13.6 eV
- Energy: -15564.51875 eV

Structure (ORCA input):
```
! wB97M-V def2-TZVPD RIJCOSX def2/J DEFGRID3
* xyz 1 1
C 2.39277 1.88951 -1.65248
C 1.48576 2.65724 -0.87388
C 2.04277 0.61579 -2.08290
C 0.21163 2.09872 -0.53989
C 0.81147 0.05496 -1.68205
C -0.08852 0.70453 -0.83873
C -1.30206 -0.88501 2.53094
C -0.68639 -2.12849 3.06740
C -1.70263 -1.16735 -0.72656
C -1.35073 0.16629 -0.50446
N 0.16753 -2.01347 1.85235
N -0.30986 -0.68617 1.77269
O -0.51181 -2.81162 4.00465
H 3.32642 2.27289 -1.86619
H 1.68577 3.69057 -0.53379
H 2.64505 0.12936 -2.78001
H -0.60050 2.59144 0.14904
H 0.50653 -0.92887 -2.11789
H -2.24281 -0.45168 2.91789
H -0.87372 -1.77023 -0.85596
H -2.41278 -1.24197 -1.56466
H -2.24034 -1.47719 0.20676
H -2.07988 0.78591 -0.01093
H 1.12631 -2.09514 2.12865
*
```

9.
Computed, not measured: C10H11N2O as an isolated structure, with the ωB97M-V functional and the def2-TZVPD basis.

Properties
- Energy above the lowest of the compared OMol25 structures with the same formula, charge and spin: 359.0 kJ/mol
- HOMO level: -13.7 eV
- Energy: -15564.90464 eV

Structure (ORCA input):
```
! wB97M-V def2-TZVPD RIJCOSX def2/J DEFGRID3
* xyz 1 1
C -2.99933 -1.10714 -0.24024
C -2.31502 -1.09117 0.96222
C -2.35762 -0.69517 -1.34481
C -1.02077 -0.54843 1.04433
C -1.12135 -0.07510 -1.27056
C -0.43741 0.02423 -0.05490
C 2.65357 -0.33391 1.01148
C 1.57057 0.34970 1.27912
C 2.75546 -0.75213 -0.44590
C 0.58863 2.14074 -0.08867
N 1.79598 -0.07617 -1.16641
N 0.77058 0.75490 0.10139
O 3.66322 -1.34162 -0.92102
H -4.06604 -1.54596 -0.25028
H -2.85214 -1.41020 1.86460
H -2.87460 -0.88160 -2.16644
H -0.59600 -0.35554 2.12245
H -0.54887 0.27573 -2.25080
H 3.29517 -0.73074 1.77008
H 1.20406 0.59505 2.20638
H 0.57446 2.43463 0.91682
H 1.51359 2.52858 -0.62118
H -0.42061 2.29231 -0.62184
H 1.22447 -0.45099 -1.83583
*
```